Entry 1:
A structure of composition C26H31AsBCaF2N2O4. Source: the Open Molecules 2025 dataset; level of theory: the ωB97M-V functional and the def2-TZVPD basis.

Atoms and positions in Å:
Ca1 -0.858 -0.448 -1.166
C1 -4.613 -3.054 -4.451
N1 -3.249 -2.573 -4.289
C2 -2.501 -2.384 -5.526
C3 -2.726 -2.187 -3.127
O1 -1.592 -1.696 -3.034
C4 -3.566 -2.349 -1.865
O2 -2.727 -2.016 -0.787
C5 -3.398 -1.801 0.440
C6 -2.367 -1.216 1.395
O3 -1.175 -1.164 1.047
N2 -2.800 -0.779 2.572
C7 -4.217 -0.689 2.898
C8 -1.886 -0.027 3.423
H1 -5.220 -2.303 -4.961
H2 -5.075 -3.284 -3.497
H3 -4.605 -3.961 -5.054
H4 -2.954 -1.587 -6.118
H5 -2.524 -3.309 -6.100
H6 -1.476 -2.123 -5.293
H7 -3.932 -3.374 -1.761
H8 -4.427 -1.671 -1.914
H9 -3.797 -2.742 0.836
H10 -4.212 -1.085 0.305
H11 -4.760 -1.560 2.538
H12 -4.652 0.217 2.472
H13 -4.319 -0.663 3.980
H14 -0.863 -0.307 3.197
H15 -2.107 -0.248 4.465
H16 -2.005 1.044 3.243
F1 -3.530 1.311 0.388
B1 -2.575 1.563 -0.580
F2 -2.628 2.873 -0.898
O4 1.328 -0.131 -0.992
As1 2.307 0.708 0.068
C9 3.290 -0.531 1.133
C10 4.654 -0.382 1.341
C11 5.325 -1.299 2.139
C12 4.632 -2.350 2.720
C13 3.266 -2.495 2.509
C14 2.588 -1.585 1.713
C15 1.302 1.819 1.259
C16 1.532 1.776 2.629
C17 0.803 2.606 3.469
C18 -0.156 3.461 2.942
C19 -0.392 3.494 1.574
C20 0.345 2.679 0.727
C21 3.508 1.821 -0.907
C22 3.938 1.401 -2.161
C23 4.835 2.186 -2.868
C24 5.296 3.377 -2.323
C25 4.862 3.793 -1.072
C26 3.963 3.015 -0.357
H17 5.194 0.437 0.880
H18 6.389 -1.193 2.302
H19 5.157 -3.065 3.340
H20 2.730 -3.318 2.962
H21 1.522 -1.694 1.541
H22 2.277 1.107 3.043
H23 0.987 2.587 4.536
H24 -0.723 4.107 3.601
H25 -1.149 4.145 1.156
H26 0.162 2.721 -0.340
H27 3.565 0.475 -2.580
H28 5.173 1.869 -3.846
H29 5.995 3.988 -2.879
H30 5.219 4.725 -0.655
H31 3.613 3.341 0.616

Cartesian forces (eV/Å) of the 6 atoms listed first:
Ca 0.022 -0.170 -0.082
C 0.012 0.000 -0.004
N -0.024 0.001 0.026
C 0.000 0.002 0.003
C 0.068 0.016 -0.079
O -0.070 0.043 0.022

Results
**Charge**: +1
**Energy above the lowest of the compared OMol25 structures with the same formula, charge and spin**: 0.0 kcal/mol
**E_HOMO**: -9.7 eV
**Gap between HOMO and LUMO**: 7.92 eV


Entry 2:
A structure of composition C26H31BeCl2FN4O4. Source: the Open Molecules 2025 dataset; level of theory: the ωB97M-V functional and the def2-TZVPD basis.

Atoms and positions in Å:
Be1 0.033 -0.294 -0.170
C1 3.478 -2.919 -6.156
C2 3.430 -3.404 -4.717
N1 2.919 -2.389 -3.800
C3 1.595 -2.415 -3.480
C4 0.991 -1.578 -2.609
C5 -0.461 -1.831 -2.235
O1 -1.112 -2.573 -2.954
O2 -0.824 -1.298 -1.135
C6 1.758 -0.539 -2.005
O3 1.305 0.266 -1.174
C7 3.178 -0.478 -2.369
C8 3.990 0.455 -1.732
C9 5.335 0.454 -1.963
F1 6.133 1.317 -1.283
C10 5.921 -0.456 -2.848
C11 5.114 -1.373 -3.494
C12 3.737 -1.427 -3.237
N2 7.329 -0.514 -3.080
C13 8.041 -1.640 -2.496
C14 9.134 -2.064 -3.492
N3 9.361 -0.890 -4.408
C15 9.514 0.369 -3.604
C16 8.136 0.694 -2.994
H1 3.847 -3.707 -6.812
H2 4.128 -2.049 -6.260
H3 2.484 -2.632 -6.496
H4 4.414 -3.722 -4.371
H5 2.781 -4.273 -4.618
H6 1.002 -3.196 -3.941
H7 3.547 1.127 -1.008
H8 5.571 -2.047 -4.206
H9 7.358 -2.468 -2.323
H10 8.487 -1.373 -1.531
H11 8.836 -2.901 -4.122
H12 10.082 -2.290 -3.009
H13 8.493 -0.787 -4.947
H14 10.140 -1.046 -5.044
H15 9.884 1.155 -4.259
H16 10.266 0.154 -2.846
H17 7.645 1.488 -3.555
H18 8.290 1.045 -1.972
C17 -2.882 -0.112 0.814
C18 -1.992 1.091 0.978
O4 -1.102 1.216 -0.165
C19 -0.331 2.420 -0.065
C20 -0.098 2.997 -1.443
H19 -3.592 -0.127 1.643
H20 -2.305 -1.032 0.844
H21 -3.435 -0.077 -0.124
H22 -1.363 0.994 1.866
H23 -2.577 2.016 1.012
H24 0.598 2.185 0.463
H25 -0.888 3.137 0.545
H26 0.524 2.346 -2.053
H27 0.399 3.965 -1.353
H28 -1.048 3.146 -1.956
Cl1 2.585 -2.529 0.242
C21 2.262 -2.059 1.922
C22 3.019 -2.694 2.880
C23 2.859 -2.396 4.228
C24 1.900 -1.435 4.555
C25 1.149 -0.821 3.587
Cl2 -0.028 0.376 4.117
C26 1.224 -1.061 2.150
N4 0.491 -0.460 1.288
H29 3.745 -3.434 2.566
H30 3.443 -2.893 4.989
H31 1.731 -1.160 5.589

Cartesian forces (eV/Å) of the 6 atoms listed first:
Be -0.257 -0.009 0.185
C 0.021 0.021 -0.057
C 0.039 0.011 0.095
N -0.010 0.008 0.043
C -0.026 -0.048 0.051
C 0.018 0.103 -0.134

Results
**Charge**: 0
**Energy above the lowest of the compared OMol25 structures with the same formula, charge and spin**: 2.1 kcal/mol
**E_HOMO**: -4.1 eV
**Gap between HOMO and LUMO**: 2.25 eV


Entry 3:
A structure of composition C26H31BrCrIN8O3S3 in a non-equilibrium geometry. Source: the Open Molecules 2025 dataset; level of theory: the ωB97M-V functional and the def2-TZVPD basis.

Atoms and positions in Å:
Cr1 0.331 -0.545 -0.359
C1 -1.821 -2.334 1.951
C2 -1.006 -1.188 2.398
N1 -0.208 -0.476 1.640
C3 0.330 0.589 2.318
C4 -0.026 0.658 3.632
S1 -1.090 -0.622 4.024
C5 1.125 1.505 1.537
C6 1.871 2.570 1.947
S2 2.622 3.314 0.601
C7 1.897 2.154 -0.448
N2 1.130 1.296 0.178
C8 2.166 2.158 -1.903
H1 -2.197 -2.148 0.946
H2 -2.668 -2.482 2.617
H3 -1.216 -3.241 1.947
H4 0.247 1.390 4.364
H5 2.005 2.931 2.944
H6 2.538 3.126 -2.232
H7 1.266 1.905 -2.461
H8 2.926 1.406 -2.135
N3 4.512 1.708 4.765
C9 4.291 0.981 3.645
C10 4.896 1.345 2.429
C11 4.679 0.594 1.296
C12 3.834 -0.506 1.342
C13 3.202 -0.865 2.524
C14 3.422 -0.126 3.665
S3 3.716 -1.541 -0.092
O1 4.742 -1.219 -1.019
O2 3.479 -2.902 0.301
N4 2.230 -1.040 -0.744
C15 2.010 -1.095 -2.050
N5 0.752 -0.618 -2.321
C16 0.353 -0.615 -3.589
C17 1.180 -1.060 -4.605
C18 2.432 -1.550 -4.225
N6 2.828 -1.576 -2.971
H9 5.249 2.393 4.761
H10 4.236 1.332 5.658
H11 5.572 2.185 2.403
H12 5.185 0.818 0.372
H13 2.578 -1.745 2.540
H14 2.968 -0.418 4.599
H15 -0.649 -0.258 -3.790
H16 0.869 -1.046 -5.633
H17 3.134 -1.950 -4.943
Br1 -5.088 -1.693 0.471
C19 -5.625 -0.670 -1.028
C20 -6.771 0.105 -0.929
C21 -7.150 0.917 -1.985
C22 -6.394 0.934 -3.147
C23 -5.265 0.139 -3.261
C24 -4.878 -0.660 -2.197
I1 -3.149 -1.875 -2.409
H18 -7.361 0.067 -0.025
H19 -8.032 1.533 -1.893
H20 -6.682 1.563 -3.974
H21 -4.692 0.133 -4.176
N7 0.688 -3.329 0.531
N8 0.018 -2.730 -0.592
H22 1.699 -3.155 0.464
H23 0.590 -4.346 0.513
H24 -0.962 -3.021 -0.532
H25 0.371 -3.098 -1.488
C25 -3.191 2.381 -0.424
C26 -2.183 1.499 0.289
O3 -1.701 0.437 -0.558
H26 -3.530 3.160 0.250
H27 -4.057 1.806 -0.736
H28 -2.753 2.867 -1.294
H29 -2.638 1.020 1.161
H30 -1.330 2.104 0.618
H31 -1.860 0.719 -1.471

Cartesian forces (eV/Å) of the 6 atoms listed first:
Cr -0.740 -0.095 0.068
C -0.093 -0.332 0.018
C -0.226 -0.085 0.638
N 0.098 -0.154 -0.084
C -0.156 0.246 1.067
C -0.029 -0.211 -0.496

Results
**Charge**: +2
**Spin multiplicity**: 4
**E_HOMO (alpha / beta)**: -13.2 / -13.2 eV
**Gap between HOMO and LUMO (alpha / beta)**: 7.06 / 7.23 eV
**⟨S²⟩**: 3.7817


Entry 4:
A cluster of 2 separate species, C26H31F12N3O4S in total in a non-equilibrium geometry. Source: the Open Molecules 2025 dataset; level of theory: the ωB97M-V functional and the def2-TZVPD basis.

Atoms and positions in Å:
C1 1.253 1.370 5.834
C2 0.244 2.681 5.902
O1 -0.283 3.094 4.590
C3 -1.711 3.469 4.662
O2 -1.996 4.765 4.353
C4 -2.937 2.396 5.039
C5 -3.366 1.556 3.657
C6 -3.668 -0.031 3.932
C7 -2.953 -1.069 2.885
C8 -1.362 -1.133 2.496
C9 -0.293 -0.036 3.151
C10 0.465 0.894 2.034
C11 -0.523 1.613 0.940
C12 0.099 1.747 -0.571
N1 1.297 2.689 -0.668
C13 -0.753 -2.282 1.444
C14 0.834 -2.422 1.058
C15 1.196 -2.157 -0.517
C16 2.719 -1.612 -0.800
F1 3.577 -1.561 0.443
F2 2.675 -0.193 -1.315
C17 3.573 -2.480 -1.897
F3 4.078 -3.696 -1.157
F4 2.737 -3.037 -3.016
C18 4.903 -1.734 -2.495
F5 5.924 -2.823 -2.728
F6 5.549 -0.763 -1.583
C19 4.700 -0.989 -3.940
F7 5.174 -1.885 -5.038
F8 3.359 -0.404 -4.166
F9 5.661 0.177 -3.942
C20 -1.836 -3.348 0.757
C21 -3.443 -3.337 1.100
N2 -4.587 -4.218 0.637
S1 -6.014 -3.566 1.478
N3 -5.474 -2.219 2.452
C22 -3.961 -2.187 2.161
H1 0.629 0.357 5.931
H2 2.046 1.334 6.698
H3 1.786 1.301 4.777
H4 0.905 3.574 6.333
H5 -0.601 2.414 6.666
H6 -2.498 1.693 5.868
H7 -3.854 3.026 5.473
H8 -4.346 2.080 3.238
H9 -2.515 1.778 2.886
H10 -3.239 -0.288 5.015
H11 -4.847 -0.190 4.026
H12 -0.772 0.586 4.043
H13 0.549 -0.705 3.669
H14 1.315 0.360 1.432
H15 1.001 1.770 2.642
H16 -0.693 2.728 1.329
H17 -1.592 1.129 0.875
H18 -0.752 2.255 -1.236
H19 0.288 0.694 -1.044
H20 1.061 3.602 -0.176
H21 2.161 2.266 -0.262
H22 1.131 -3.557 1.281
H23 1.437 -1.780 1.828
H24 0.343 -1.485 -0.987
H25 1.091 -3.213 -1.064
H26 -1.451 -4.182 0.013
C23 0.279 -1.422 -5.933
C24 0.892 -0.046 -6.118
O3 0.334 0.602 -7.271
C25 -0.864 1.243 -7.083
O4 -1.458 1.281 -6.008
C26 -1.317 1.926 -8.372
F10 -1.159 1.136 -9.473
F11 -0.613 3.068 -8.622
F12 -2.631 2.287 -8.352
H27 0.389 -2.018 -6.844
H28 0.758 -1.951 -5.104
H29 -0.793 -1.351 -5.726
H30 1.968 -0.145 -6.298
H31 0.772 0.574 -5.221

Cartesian forces (eV/Å) of the 6 atoms listed first:
C -0.647 -0.910 -0.741
C 1.609 -0.482 1.653
O -3.079 -0.228 1.592
C -1.126 6.650 -1.455
O 1.814 -8.738 1.878
C 0.882 0.458 -0.089

Results
**Charge**: 0
**SMILES**: CCOC(=O)CCCc1c(CCCCN)c(CCC(F)(F)C(F)(F)C(F)(F)C(F)(F)F)cc2nsnc12.CCOC(=O)C(F)(F)F
**E_HOMO**: -8.6 eV
**Gap between HOMO and LUMO**: 6.86 eV


Number 1: total energy -4557.8000 Ha. Number 2: total energy -2564.3443 Ha. Number 3: total energy -6783.4631 Ha. Number 4: total energy -3070.4352 Ha.